#A
ORCA calculation (ωB97M-V/def2-TZVPD) on a cluster of 5 separate species, C4H16O7 in total.

Last columns: bonded neighbours and bond lengths (Å).
Atoms and positions in Å:
1 H -1.36 2.68 -0.94  O18 0.963
2 O 2.39 0.99 -1.59  H5 0.972, H8 0.971
3 H -2.23 -1.22 0.98  C13 1.096
4 H 1.26 -0.01 1.51  C6 1.069
5 H 1.73 0.94 -2.30  O2 0.972
6 C 0.46 -0.21 0.83  H4 1.069, H17 1.107, C22 1.513, C24 1.522
7 H -1.64 -0.85 -2.96  O14 0.971
8 H 1.74 1.14 -0.88  O2 0.971
9 H -2.21 0.37 -2.14  O14 0.961
10 H -1.72 -2.77 1.80  C13 1.102
11 H 3.23 -0.52 0.32  O27 0.971
12 O -1.62 1.03 0.90  C22 1.204
13 C -1.46 -1.72 1.57  H3 1.096, H10 1.102, H20 1.100, C24 1.547
14 O -1.68 0.12 -2.90  H7 0.971, H9 0.961
15 H -0.48 -2.79 -0.74  O23 0.962
16 H 0.69 -2.38 1.27  C24 1.088
17 H 0.89 -0.36 -0.18  C6 1.107
18 O -1.53 2.81 -1.88  H1 0.963, H25 0.957
19 O 0.35 2.10 1.09  H21 0.971, C22 1.341
20 H -1.50 -1.19 2.53  C13 1.100
21 H -0.04 2.90 1.48  O19 0.971
22 C -0.42 1.01 0.98  C6 1.513, O12 1.204, O19 1.341
23 O -0.43 -1.88 -0.45  H15 0.962, C24 1.488
24 C -0.04 -1.64 0.96  C6 1.522, C13 1.547, H16 1.088, O23 1.488
25 H -0.75 2.43 -2.29  O18 0.957
26 H 3.05 -0.14 1.81  O27 0.952
27 O 3.29 -0.85 1.23  H11 0.971, H26 0.952

Multiplicity = 1
HOMO level = -10.52 eV
Structure (SMILES) = C[C@@H](O)CC(=O)O.O.O.O.O



#B
ORCA calculation (ωB97M-V/def2-TZVPD) on a cluster of 6 separate species, C4H16O7 in total.

Last columns: bonded neighbours and bond lengths (Å).
Atoms and positions in Å:
1 H -0.41 1.95 1.87  O7 1.001
2 C 0.73 -1.16 0.96  H12 1.109, H16 1.074, C21 1.539, C22 1.510
3 H 1.73 1.31 1.30  O18 0.971
4 O 1.89 -1.08 -1.12  C22 1.222
5 H -0.44 3.24 -1.63  O6 0.933
6 O -0.70 2.50 -1.13  H5 0.933, H20 0.951
7 O 0.33 2.32 1.31  H1 1.001, H17 1.007
8 H 2.93 -1.45 0.56  C22 1.097
9 H -2.46 1.25 -1.54  O13 1.015
10 H -0.95 -0.08 -2.12  O19 0.987
11 C -1.67 -1.78 0.74  C21 1.498, O26 1.212, H27 1.127
12 H 1.03 -1.25 2.02  C2 1.109
13 O -2.58 0.24 -1.45  H9 1.015, H24 0.922
14 H 0.66 -0.23 -1.95  O19 0.994
15 H -0.09 -3.22 1.06  C21 1.115
16 H 0.36 -0.16 0.88  C2 1.074
17 H -0.04 2.44 0.38  O7 1.007
18 O 2.53 0.78 1.39  H3 0.971, H23 0.965
19 O -0.07 0.28 -2.39  H10 0.987, H14 0.994
20 H -0.42 1.72 -1.60  O6 0.951
21 C -0.27 -2.26 0.53  C2 1.539, C11 1.498, H15 1.115, H25 1.124
22 C 1.96 -1.21 0.10  C2 1.510, O4 1.222, H8 1.097
23 H 3.26 1.41 1.31  O18 0.965
24 H -2.75 0.11 -0.56  O13 0.922
25 H -0.10 -2.48 -0.56  C21 1.124
26 O -1.97 -0.64 1.02  C11 1.212
27 H -2.48 -2.56 0.64  C11 1.127

Multiplicity = 1
HOMO level = -10.08 eV
Structure (SMILES) = O=CCCC=O.O.O.O.O.O



Short version: #B is the most stable of them.



#A
ORCA calculation (ωB97M-V/def2-TZVPD) on a cluster of 2 separate species, C2H7NOSi in total.

Last columns: bonded neighbours and bond lengths (Å).
Atoms and positions in Å:
1 H 0.16 -1.66 -0.50  C12 1.096
2 O 2.68 1.83 0.37  C6 1.158
3 H -2.26 2.28 0.11  Si11 1.517
4 H -1.48 0.14 1.01  Si11 1.580
5 H 0.59 -1.39 1.25  C12 1.131
6 C 2.12 0.85 0.13  O2 1.158, N8 1.177
7 H -1.03 0.64 -1.51  Si11 1.558
8 N 1.72 -0.21 -0.18  C6 1.177, C12 1.428
9 H -3.28 0.21 -0.61  Si11 1.458
10 H 1.80 -2.16 0.07  C12 1.154
11 Si -2.00 0.84 -0.31  H3 1.517, H4 1.580, H7 1.558, H9 1.458
12 C 0.97 -1.37 0.18  H1 1.096, H5 1.131, N8 1.428, H10 1.154

Multiplicity = 1
HOMO level = -10.30 eV
Structure (SMILES) = CN=C=O.[SiH4]



#B
ORCA calculation (ωB97M-V/def2-TZVPD) on a cluster of 2 separate species, C2H7NOSi in total.

Last columns: bonded neighbours and bond lengths (Å).
Atoms and positions in Å:
1 O 1.29 -1.48 -0.05  C4 1.207
2 H -0.88 -0.44 -3.33  Si5 1.461
3 H -0.05 1.28 -2.09  Si5 1.431
4 C 1.17 -1.01 1.06  O1 1.207, H6 1.074, C7 1.542
5 Si -1.04 0.24 -2.05  H2 1.461, H3 1.431, N11 1.593
6 H 1.12 -1.55 1.98  C4 1.074
7 C 0.74 0.45 1.28  C4 1.542, H8 1.098, H9 1.111, H12 1.053
8 H 0.59 0.85 0.26  C7 1.098
9 H -0.21 0.17 1.79  C7 1.111
10 H -1.95 0.38 0.05  N11 0.968
11 N -2.12 0.15 -0.88  Si5 1.593, H10 0.968
12 H 1.34 0.96 1.97  C7 1.053

Multiplicity = 1
HOMO level = -9.41 eV
Structure (SMILES) = N=[SiH2].CC=O



Short version: #A is the most stable of them.



#A
ORCA calculation (ωB97M-V/def2-TZVPD) on a cluster of 2 separate species, C3H2O2S in total.

Last columns: bonded neighbours and bond lengths (Å).
Atoms and positions in Å:
1 C 2.16 0.38 -0.15  S3 1.545, O4 1.159
2 C -1.76 0.13 0.02  H5 1.075, C6 1.334, H7 0.986
3 S 2.96 0.04 -1.43  C1 1.545
4 O 1.52 0.70 0.75  C1 1.159
5 H -1.31 1.11 0.09  C2 1.075
6 C -0.93 -0.82 0.44  C2 1.334, O8 1.196
7 H -2.53 0.05 -0.58  C2 0.986
8 O -0.11 -1.58 0.87  C6 1.196

Multiplicity = 1
HOMO level = -9.43 eV
Structure (SMILES) = C=C=O.O=C=S



#B
ORCA calculation (ωB97M-V/def2-TZVPD) on an isolated molecule of C3H2O2S.

Last columns: bonded neighbours and bond lengths (Å).
Atoms and positions in Å:
1 C -1.17 -0.14 -0.12  O4 1.344, O5 1.290, S6 1.621
2 C 0.91 -0.68 -0.16  C3 1.407, O5 1.396, H7 1.125
3 C 0.81 0.71 0.05  C2 1.407, O4 1.340, H8 1.091
4 O -0.48 1.01 -0.12  C1 1.344, C3 1.340
5 O -0.39 -1.16 -0.03  C1 1.290, C2 1.396
6 S -2.78 -0.03 -0.02  C1 1.621
7 H 1.70 -1.34 0.29  C2 1.125
8 H 1.40 1.63 0.11  C3 1.091

Multiplicity = 1
HOMO level = -8.76 eV
Structure (SMILES) = S=c1occo1



Short version: #A is the most stable of them.



#A
ORCA calculation (ωB97M-V/def2-TZVPD) on an isolated molecule of C11H11N3.

Last columns: bonded neighbours and bond lengths (Å).
Atoms and positions in Å:
1 C -1.23 -0.56 -0.27  C9 1.605, H10 1.092, C13 1.594, H17 1.091
2 C 2.19 -3.14 -1.26  H12 1.071, N15 1.348, N23 1.307
3 C 0.73 -2.07 -0.20  N5 1.375, C9 1.440, N15 1.313
4 C -1.31 1.14 1.91  C7 1.450, C18 1.361, H24 1.085
5 N 1.31 -1.24 -1.12  C3 1.375, C14 1.454, N23 1.345
6 H 2.14 0.35 -2.04  C14 1.093
7 C -0.90 1.68 0.63  C4 1.450, C13 1.342, H25 1.084
8 H 0.47 2.06 -1.82  C21 1.090
9 C -0.32 -1.54 0.63  C1 1.605, C3 1.440, C11 1.344
10 H -1.34 -1.03 -1.25  C1 1.092
11 C -0.35 -1.22 1.93  C9 1.344, C18 1.446, H20 1.083
12 H 2.82 -3.94 -1.58  C2 1.071
13 C -0.81 0.96 -0.50  C1 1.594, C7 1.342, C21 1.489
14 C 1.39 0.21 -1.26  N5 1.454, H6 1.093, C21 1.551, H22 1.098
15 N 1.26 -3.27 -0.28  C2 1.348, C3 1.313
16 H -0.31 0.66 -2.56  C21 1.092
17 H -2.21 -0.56 0.21  C1 1.091
18 C -1.08 -0.09 2.46  C4 1.361, C11 1.446, H19 1.085
19 H -1.34 -0.19 3.51  C18 1.085
20 H 0.19 -1.82 2.65  C11 1.083
21 C 0.14 1.04 -1.64  H8 1.090, C13 1.489, C14 1.551, H16 1.092
22 H 1.78 0.61 -0.32  C14 1.098
23 N 2.26 -1.94 -1.77  C2 1.307, N5 1.345
24 H -1.73 1.88 2.59  C4 1.085
25 H -0.70 2.75 0.62  C7 1.084

Multiplicity = 1
HOMO level = -8.55 eV
Structure (SMILES) = C1=CC=C2CC(=C1)CCn1ncnc12



#B
ORCA calculation (ωB97M-V/def2-TZVPD) on an isolated molecule of C11H11N3.

Last columns: bonded neighbours and bond lengths (Å).
Atoms and positions in Å:
1 C 1.51 -0.97 1.14  N8 1.468, C12 1.379, N21 1.347
2 H -2.64 0.35 -3.11  C23 1.214
3 C 3.85 -1.30 2.38  H19 1.115, C20 1.364, C25 1.364
4 C -1.72 -0.42 -1.23  C11 1.400, C16 1.397, C23 1.488
5 H 4.57 -0.03 0.76  C20 1.084
6 N -3.53 -2.03 -0.40  C11 1.163
7 H -3.73 2.64 -1.45  C18 1.143
8 N 0.34 -0.61 0.33  C1 1.468, C16 1.198
9 H -2.80 1.48 -0.17  C18 1.195
10 H -0.69 0.33 -3.06  C23 1.150
11 C -2.73 -1.31 -0.85  C4 1.400, N6 1.163
12 C 1.50 -1.74 2.28  C1 1.379, H13 1.087, C25 1.427
13 H 0.54 -2.16 2.56  C12 1.087
14 H 2.84 -2.44 3.82  C25 1.048
15 H -0.55 2.20 -1.52  C24 1.132
16 C -0.60 -0.56 -0.42  C4 1.397, N8 1.198
17 H -1.56 2.60 -3.01  C24 1.216
18 C -2.73 2.36 -0.97  H7 1.143, H9 1.195, H22 1.155, C24 1.613
19 H 4.77 -1.40 3.01  C3 1.115
20 C 3.75 -0.54 1.25  C3 1.364, H5 1.084, N21 1.332
21 N 2.61 -0.41 0.58  C1 1.347, C20 1.332
22 H -2.51 3.38 -0.47  C18 1.155
23 C -1.65 0.46 -2.43  H2 1.214, C4 1.488, H10 1.150, C24 1.557
24 C -1.55 1.95 -1.99  H15 1.132, H17 1.216, C18 1.613, C23 1.557
25 C 2.74 -1.83 2.97  C3 1.364, C12 1.427, H14 1.048

Multiplicity = 1
HOMO level = -8.03 eV
Structure (SMILES) = CCCC(=C=Nc1ccccn1)C#N



Short version: #A is the most stable of them.